Record 1
ORCA calculation (ωB97M-V/def2-TZVPD) on the ion C3H7BrN3 with charge +1.

Structure (XYZ):
```
14
Properties=species:S:1:pos:R:3:forces:R:3
H -0.8576 2.7789 -0.8371 0.7 0.7 -0.1
N -0.5175 2.0291 -0.2626 -4.1 0.0 0.2
C 0.6325 1.6532 -0.1738 3.2 1.7 -1.7
C 0.8328 0.4155 0.5830 -0.9 -4.1 1.5
Br 2.7257 -0.2572 0.3423 -1.6 0.6 0.5
C -0.2907 -0.8747 0.0666 2.0 1.7 0.4
N -1.5791 -0.6265 0.3489 0.8 0.2 0.9
N 0.2956 -1.9537 -0.4911 -2.7 -0.1 -0.1
H 1.5069 2.2283 -0.6517 -0.8 -1.2 0.7
H 0.4673 0.4925 1.6896 1.3 0.0 -1.8
H -1.9000 0.1491 1.0081 1.3 -1.1 -1.6
H -2.3553 -1.2335 0.1156 0.4 -0.4 -0.2
H 1.2129 -1.9940 -0.8883 0.9 1.1 0.5
H -0.1734 -2.8070 -0.8496 -0.5 1.1 0.8
```
Positions in Å, forces in eV/Å.

Computed properties:
**Kohn-Sham gap**: 10.35 eV
**HOMO energy**: -14.07 eV
**Net charge**: +1
**SMILES string**: [H]/N=C/[C@H](Br)C(N)=[NH2+]
**Energy relative to the best compared isomer or geometry (same formula, charge and spin)**: 82.19 kJ/mol



Record 2
ORCA calculation (ωB97M-V/def2-TZVPD) on a cluster of 2 separate species, C4H12N2 in total.

Structure (XYZ):
```
18
Properties=species:S:1:pos:R:3:forces:R:3
C -0.8703 0.2188 -1.0149 1.2 -0.7 0.2
C -1.0999 -1.6093 0.7652 -0.1 0.1 0.0
C -1.0301 -0.1111 0.4971 1.2 0.0 -0.9
N -2.0855 0.6940 0.9010 -1.2 0.6 1.1
H -2.8595 0.1094 1.2375 0.1 0.1 -0.1
H 0.1711 -0.1675 -1.1783 -1.2 0.2 -0.7
H -0.8607 1.2929 -1.1942 -0.1 0.0 0.1
H -1.6283 -0.2599 -1.6368 0.1 -0.1 0.0
H -1.1890 -1.7999 1.8369 0.0 0.0 0.0
H -0.1961 -2.1032 0.4076 0.0 0.0 0.0
H -1.9666 -2.0489 0.2623 0.0 0.0 0.0
C 2.3107 1.2194 -0.0898 0.2 0.3 0.1
N 1.9044 -0.1455 -0.2993 0.6 0.1 -0.1
H 2.1368 -0.3801 -1.2693 0.1 0.0 0.1
H -0.0506 0.2760 0.8741 -0.8 -0.1 0.3
H 3.3797 1.3546 -0.3292 -0.2 -0.1 0.1
H 2.1511 1.5058 0.9518 0.0 0.0 -0.1
H 1.7828 1.9544 -0.7216 0.0 -0.3 0.0
```
Positions in Å, forces in eV/Å.

Computed properties:
**Kohn-Sham gap (spin up / spin down)**: 8.54 / 9.71 eV
**HOMO energy (spin up / spin down)**: -9.02 / -9.65 eV
**Net charge**: 0
**Energy relative to the best compared isomer or geometry (same formula, charge and spin)**: 428.37 kJ/mol



Record 3
ORCA calculation (ωB97M-V/def2-TZVPD) on a cluster of 2 separate species, C51H57F3N3 in total.

Structure (XYZ):
```
114
Properties=species:S:1:pos:R:3:forces:R:3
C 2.1334 4.9893 -1.0247 0.0 -0.1 -0.1
C 1.9039 4.5367 0.4150 -0.1 -0.4 0.0
C 1.9366 5.7122 1.3891 0.0 0.0 0.2
C 2.8806 3.4418 0.8396 -0.2 0.2 -0.4
C 4.2226 3.7847 0.9887 0.2 -0.1 0.3
C 5.1392 2.8696 1.4937 0.0 0.0 -0.1
C 4.7126 1.5919 1.8540 0.0 0.2 0.0
C 3.3815 1.2073 1.6989 -0.3 -0.3 -0.2
C 2.9142 -0.1522 2.2182 -0.1 0.2 0.2
C 3.6347 -0.5722 3.5053 -0.1 0.1 0.1
C 3.0141 -1.2746 1.1900 0.0 -0.1 -0.3
C 2.4764 2.1236 1.1166 0.5 0.4 0.3
N 1.0788 1.7812 0.9750 -1.4 0.2 -0.1
N 0.2091 2.4004 1.8035 -1.2 -2.5 0.6
N -0.9938 1.8338 1.5327 2.9 0.6 -0.6
C -2.0210 1.9918 2.5244 -0.4 0.8 1.1
C -2.6033 3.2657 2.6852 -0.1 0.1 -0.4
C -2.1553 4.5038 1.8906 0.0 -0.4 0.0
C -1.8311 5.6694 2.8267 0.1 -0.1 0.2
C -3.2291 4.8932 0.8755 -0.1 -0.1 -0.1
C -3.6618 3.4049 3.5844 0.1 -0.1 0.1
C -4.0877 2.3280 4.3527 -0.1 -0.1 -0.1
C -3.4269 1.1050 4.2651 0.1 0.3 0.0
C -2.3310 0.9408 3.4192 0.2 -0.3 -0.4
C -1.5092 -0.3548 3.5332 0.0 0.4 -0.2
C -2.1798 -1.4921 2.7736 -0.2 -0.1 -0.3
C -1.2830 -0.7684 4.9955 0.0 0.2 0.1
C -0.9253 1.0198 0.4073 -1.4 0.7 1.5
C -2.1031 0.4632 -0.2347 -1.4 -0.4 -0.7
C -2.0162 -0.5735 -1.2086 0.4 0.4 0.3
C -3.1292 -1.0448 -1.8908 0.1 -0.1 0.3
C -4.3846 -0.5363 -1.5757 -0.4 0.1 0.1
C -5.6148 -1.0901 -2.2416 -0.6 -0.2 -0.5
F -6.7535 -0.4423 -1.8550 0.9 -0.6 -0.4
F -5.5282 -0.9836 -3.6040 -0.2 -0.2 1.0
F -5.7991 -2.4189 -1.9587 0.2 1.0 -0.3
C -4.5276 0.4782 -0.6352 0.5 -0.2 0.1
C -3.4077 0.9750 0.0220 0.5 0.1 0.0
C 0.4007 1.0016 0.0070 2.1 0.2 -0.9
C 0.9607 0.4610 -1.1577 -0.3 0.2 0.8
H 2.0595 4.1321 -1.7050 0.1 0.2 0.0
H 1.3724 5.7251 -1.3135 0.2 -0.1 0.0
H 3.1258 5.4447 -1.1431 -0.2 -0.1 0.0
H 0.9096 4.0897 0.4768 0.0 0.3 -0.2
H 1.7309 5.3614 2.4072 0.0 0.1 -0.1
H 2.9188 6.2012 1.3898 -0.2 0.0 0.0
H 1.1780 6.4577 1.1219 0.2 -0.1 0.0
H 4.5364 4.8069 0.7568 -0.1 -0.4 0.1
H 6.1834 3.1633 1.6372 -0.4 -0.1 -0.1
H 5.4199 0.8981 2.3102 -0.2 0.2 -0.2
H 1.8515 -0.0279 2.4673 0.1 -0.1 0.0
H 3.6108 0.2278 4.2546 0.0 -0.1 -0.1
H 3.1331 -1.4483 3.9331 0.1 0.1 -0.1
H 4.6812 -0.8429 3.3204 -0.2 0.0 0.0
H 2.4697 -1.0245 0.2735 0.1 -0.1 0.1
H 4.0614 -1.4815 0.9285 -0.2 0.0 0.1
H 2.5732 -2.1909 1.6082 0.2 0.1 -0.1
H -1.2323 4.2376 1.3619 -0.3 0.2 0.0
H -1.0757 5.3653 3.5591 -0.1 0.1 -0.1
H -1.4366 6.5270 2.2691 -0.1 -0.2 0.0
H -2.7241 5.9977 3.3701 0.2 0.0 -0.1
H -3.4631 4.0492 0.2158 0.0 0.2 0.1
H -4.1507 5.1896 1.3951 0.2 0.0 -0.2
H -2.9049 5.7298 0.2454 0.0 -0.1 0.2
H -4.1530 4.3788 3.6708 0.2 -0.4 0.1
H -4.9209 2.4411 5.0454 0.2 0.0 -0.2
H -3.7307 0.2660 4.8911 0.1 0.3 -0.1
H -0.5217 -0.1620 3.0899 -0.2 0.0 0.0
H -2.4280 -1.1922 1.7497 0.0 -0.1 0.2
H -1.5298 -2.3741 2.7245 -0.1 0.1 0.1
H -3.1097 -1.7784 3.2815 0.1 0.0 -0.1
H -0.9115 0.0672 5.5991 -0.1 -0.1 -0.1
H -2.2126 -1.1366 5.4462 0.2 0.1 0.0
H -0.5457 -1.5762 5.0596 -0.1 0.1 -0.1
H -1.0334 -0.9957 -1.4257 -0.4 0.3 0.0
H -3.0200 -1.8231 -2.6497 -0.1 0.2 0.3
H -5.5115 0.8701 -0.4067 0.1 0.0 0.0
H -3.5596 1.7906 0.7330 0.1 -0.4 -0.3
H 0.3057 0.5465 -2.0286 0.4 -0.3 0.2
H 2.0433 0.4051 -1.2258 -0.2 0.5 -0.3
C 2.5430 -1.8608 -8.9727 0.0 -0.1 -0.3
C 2.1732 -1.8262 -7.5240 -0.1 0.0 0.3
C 1.9100 -0.6189 -6.8560 -0.1 0.0 0.2
C 1.6249 -0.6089 -5.4964 0.1 -0.2 0.4
C 1.5880 -1.8155 -4.7344 0.2 -0.2 -0.9
C 1.2645 -1.8341 -3.3322 -0.1 -0.4 -0.4
C 0.8290 -3.0005 -2.7111 -0.1 -0.4 -0.2
C 0.5426 -3.1928 -1.3581 0.2 0.1 -0.4
C 0.3007 -4.4850 -0.7912 -0.3 -0.8 0.2
C -0.2206 -4.6424 0.5255 0.3 0.2 -0.3
C -0.3855 -5.8995 1.0843 0.0 0.2 0.0
C -0.0512 -7.0578 0.3651 -0.1 0.3 -0.1
C -0.1870 -8.4090 0.9924 0.0 -0.3 0.1
C 0.4042 -6.9281 -0.9570 0.0 0.2 0.0
C 0.5739 -5.6764 -1.5201 0.1 0.2 0.0
C 1.8620 -3.0250 -5.4363 -0.3 0.3 -0.1
C 2.1124 -3.0238 -6.7994 0.0 0.0 0.3
H 2.7087 -2.8926 -9.2947 0.0 0.2 0.0
H 1.7645 -1.4365 -9.6148 0.0 0.0 0.2
H 3.4595 -1.2928 -9.1707 -0.1 -0.1 0.1
H 1.9270 0.3151 -7.4273 0.0 -0.3 0.3
H 1.4050 0.3324 -4.9878 0.1 -0.2 -0.2
H 1.3550 -0.9104 -2.7762 -0.1 -0.1 0.2
H 0.6663 -3.8626 -3.3714 0.2 0.4 0.4
H 0.5074 -2.3192 -0.7050 0.1 0.0 0.0
H -0.4823 -3.7431 1.0841 0.1 -0.2 0.0
H -0.7759 -6.0052 2.1014 0.1 0.1 -0.4
H 0.1126 -9.1884 0.2854 -0.1 0.1 0.2
H 0.4534 -8.4986 1.8813 -0.1 0.1 -0.2
H -1.2179 -8.6090 1.3180 0.2 0.1 -0.1
H 0.6318 -7.8283 -1.5341 0.0 0.3 0.2
H 0.9566 -5.6016 -2.5383 -0.1 -0.1 0.3
H 1.8827 -3.9718 -4.8980 0.0 0.3 -0.2
H 2.2753 -3.9677 -7.3212 0.1 0.3 0.2
```
Positions in Å, forces in eV/Å.

Computed properties:
**Kohn-Sham gap**: 3.64 eV
**HOMO energy**: -8.64 eV
**Net charge**: +1



Record 4
ORCA calculation (ωB97M-V/def2-TZVPD) on a structure of composition C42H105N7O18SSn2.

Structure (XYZ):
```
175
Properties=species:S:1:pos:R:3:forces:R:3
Sn -28.7565 7.0804 -13.7875 -0.6 -1.1 1.1
Sn -25.6357 2.9588 -9.0084 -1.2 0.8 -1.8
S -27.4413 4.3556 -11.7020 1.0 0.8 -0.6
O -27.6010 4.9174 -10.3700 0.5 -0.2 2.9
O -26.9926 2.9725 -11.5526 0.4 -1.3 0.5
O -28.7037 4.5345 -12.4186 -1.0 0.1 -1.3
O -26.3967 5.1467 -12.3969 -0.2 0.4 0.1
C -25.4185 9.4955 -12.2905 -0.3 -1.4 0.9
O -26.6911 8.9217 -11.8923 -0.1 0.4 -0.1
C -26.6749 8.2745 -10.5835 -0.1 0.9 -1.0
C -28.0897 8.1796 -10.0655 -0.7 0.8 0.2
N -28.9339 7.1825 -10.6724 -0.2 -0.1 -0.7
C -30.2438 7.0748 -10.0323 -0.4 0.1 -2.6
C -31.2475 6.3583 -11.0325 0.6 0.8 2.5
O -31.4515 7.0859 -12.2427 -0.5 -0.9 0.2
C -32.7788 6.8157 -12.7585 0.0 1.1 -1.2
H -24.6893 8.7077 -12.1014 0.4 0.0 -0.2
H -25.1159 10.3433 -11.6758 -0.4 0.2 0.0
H -25.4024 9.7256 -13.3558 -0.4 0.1 0.2
H -26.1476 8.8996 -9.8629 0.4 0.1 -0.1
H -26.1522 7.3278 -10.7198 -0.2 -0.3 0.3
H -28.6475 9.1095 -10.1766 0.5 0.6 -0.6
H -28.1022 8.1875 -8.9756 0.4 -0.9 0.5
H -28.5117 6.2746 -10.5403 0.4 -0.3 -0.2
H -30.6132 8.0886 -9.8771 -0.2 0.0 0.3
H -30.1883 6.5116 -9.1007 -0.2 0.0 0.2
H -32.1373 6.3853 -10.4036 -0.6 -0.2 -0.4
H -30.9540 5.3139 -11.1390 0.1 0.0 -0.6
H -32.9979 7.5586 -13.5254 0.5 0.3 -0.1
H -33.6108 7.0045 -12.0800 0.4 -0.4 0.7
H -32.9029 5.8790 -13.3018 0.3 -0.4 0.6
C -22.9710 8.5460 -15.0754 0.4 0.8 0.2
O -23.2350 7.1825 -15.2140 0.5 -1.0 0.0
C -24.5798 6.7947 -15.0332 0.4 1.7 0.4
C -24.9563 5.4553 -15.5660 -0.4 0.3 -0.9
N -26.3203 5.2166 -15.0209 1.8 -0.8 -1.0
C -26.6850 3.8108 -15.2303 -1.9 -0.1 0.0
C -26.9494 3.3798 -16.6751 1.0 -0.3 0.5
O -25.7057 2.9842 -17.2988 -1.1 1.0 1.0
C -25.8867 2.5276 -18.6020 1.1 -0.5 -0.6
H -21.9754 8.7928 -14.7066 0.5 -0.9 -0.3
H -23.5273 9.0327 -14.2743 -0.9 0.0 -0.3
H -23.0269 9.0368 -16.0470 -0.5 0.3 0.1
H -25.2290 7.5917 -15.3956 -0.3 0.1 -0.6
H -24.7907 6.8158 -13.9641 0.0 -0.3 0.6
H -24.1880 4.7267 -15.3074 -0.2 -0.4 0.6
H -24.9928 5.3581 -16.6510 0.0 0.5 -0.1
H -26.1513 5.3247 -14.0310 -0.6 -0.3 0.3
H -27.6123 3.7348 -14.6624 -0.5 -0.2 -0.3
H -26.1217 3.0090 -14.7528 1.1 0.4 0.1
H -27.4757 4.1698 -17.2109 0.1 0.2 -0.3
H -27.5786 2.4898 -16.6613 -0.3 -0.1 0.1
H -26.5291 1.6496 -18.6683 -0.4 0.0 0.1
H -24.8881 2.2084 -18.9002 0.0 -0.1 -0.2
H -26.1871 3.2932 -19.3173 -0.3 0.2 0.1
C -30.5349 2.7541 -9.8946 0.0 0.5 -0.4
O -30.7317 2.4142 -8.5250 -0.3 0.6 -0.6
C -31.6471 1.3551 -8.4087 -1.3 -1.2 0.8
C -32.0813 1.1518 -6.9080 1.2 1.0 -0.6
N -32.8085 2.3449 -6.3986 0.5 -0.7 0.5
C -33.1651 2.2473 -4.9581 0.5 0.0 -0.1
C -31.8988 2.3249 -4.0138 -0.7 0.4 -0.1
O -31.2833 3.6532 -4.1034 -0.3 -1.7 -0.6
C -30.2708 3.9516 -3.1362 -1.6 0.8 -0.2
H -29.8472 3.5980 -9.9495 0.0 -0.1 0.1
H -31.4588 3.0096 -10.4136 -0.4 0.3 0.4
H -30.1522 1.9610 -10.5370 0.5 -0.5 0.4
H -31.1699 0.4767 -8.8432 0.1 -0.6 0.4
H -32.5202 1.4848 -9.0482 -0.2 0.6 0.1
H -31.1158 1.1286 -6.4027 0.4 -0.4 0.3
H -32.5390 0.1922 -6.6676 -0.4 0.2 -0.5
H -32.0323 2.9870 -6.3259 -0.2 0.9 -0.6
H -33.8384 1.4042 -4.8035 0.8 -0.8 0.2
H -33.9093 3.0076 -4.7212 0.6 0.8 0.0
H -31.1526 1.5635 -4.2408 0.1 -0.1 -0.5
H -32.1860 2.0529 -2.9981 -0.2 0.5 0.3
H -30.0182 4.9809 -3.3912 0.4 0.0 0.1
H -29.3755 3.3307 -3.1067 -0.2 -0.4 -0.2
H -30.8116 3.9994 -2.1911 0.6 -0.2 0.5
C -23.3307 5.4441 -7.1024 -2.6 0.3 1.3
O -23.8470 5.4509 -8.4325 1.3 -0.4 -0.3
C -22.7785 5.8007 -9.3335 0.3 0.6 -0.2
C -23.2864 5.9825 -10.7567 -0.9 -0.6 0.4
N -23.9811 4.7587 -11.2109 1.1 -0.1 0.5
C -23.0429 3.9292 -11.9922 -1.3 -0.9 0.2
C -23.6710 2.5374 -12.3237 0.9 1.2 0.1
O -23.8403 1.7658 -11.1528 -0.2 0.1 0.8
C -23.1313 0.5378 -11.2455 -0.7 -0.3 0.6
H -23.1092 6.4436 -6.7283 0.9 0.1 -0.5
H -22.6637 4.6579 -6.7486 0.6 0.1 -0.9
H -24.2334 5.2561 -6.5211 -0.2 -0.3 0.3
H -21.9491 5.1048 -9.2077 -0.1 -0.5 -0.4
H -22.3370 6.7431 -9.0096 -0.2 0.3 0.2
H -22.5243 6.2840 -11.4752 0.5 -0.2 0.2
H -23.9634 6.8367 -10.7687 -0.4 -0.1 0.2
H -24.8310 4.9856 -11.7070 -0.2 0.0 -0.4
H -22.1421 3.8175 -11.3887 0.0 -0.4 0.1
H -22.7053 4.3889 -12.9210 -0.2 0.3 -0.3
H -22.9543 2.0206 -12.9620 -0.1 0.0 -0.3
H -24.6426 2.5924 -12.8146 0.0 0.4 -0.1
H -23.4834 -0.0115 -12.1187 0.3 -0.1 -0.2
H -23.4218 -0.0407 -10.3684 0.2 -0.1 0.1
H -22.0540 0.7037 -11.2440 0.0 -0.1 -0.2
C -36.4625 0.1966 -14.0916 -0.1 -0.6 0.7
O -35.2326 0.6795 -14.5412 0.4 1.5 -0.2
C -34.2832 -0.2571 -14.9653 0.1 -0.4 -0.4
C -32.9195 0.4209 -15.3815 -0.6 -1.8 1.2
N -32.1034 -0.5701 -16.1392 -0.1 1.5 -0.2
C -30.7469 -0.0878 -16.5047 -1.2 -0.1 0.9
C -29.6986 -0.1370 -15.3981 0.8 -0.2 -0.3
O -29.9368 0.6342 -14.2183 -2.0 -0.1 -1.0
C -28.8184 0.8445 -13.4390 0.8 0.0 0.1
H -36.3335 -0.4008 -13.1891 0.2 -0.4 0.1
H -36.9832 -0.4198 -14.8244 0.0 0.0 -0.3
H -37.1104 1.0049 -13.7524 0.2 0.3 -0.5
H -34.7071 -0.8872 -15.7472 0.1 0.2 -0.7
H -34.1409 -0.9965 -14.1772 0.5 0.0 0.5
H -32.3953 0.6158 -14.4460 -0.1 0.6 0.1
H -33.0958 1.3602 -15.9056 0.0 -0.3 -0.4
H -31.9402 -1.3821 -15.5612 -0.3 -0.2 0.2
H -30.7660 0.9320 -16.8891 -0.4 0.0 -0.2
H -30.4911 -0.7706 -17.3149 0.8 0.2 0.0
H -28.7803 0.1851 -15.8891 0.4 0.4 0.1
H -29.4844 -1.1773 -15.1532 -0.2 -0.3 0.5
H -29.0260 1.2873 -12.4648 -0.6 0.0 -0.1
H -28.1813 1.5775 -13.9339 0.6 -0.2 -0.1
H -28.3302 -0.1135 -13.2599 0.5 0.0 0.0
C -27.1656 5.9904 -7.1989 0.5 0.3 -1.0
O -27.0870 4.6266 -6.9143 -1.8 -2.0 1.3
C -28.2811 4.0650 -6.2584 0.9 -1.6 0.2
C -28.0932 2.4676 -6.1519 -1.2 3.5 -0.3
N -28.2270 1.8680 -7.4897 2.8 -0.1 1.9
C -28.1026 0.4368 -7.2049 0.2 -1.1 -2.8
C -27.9968 -0.3878 -8.5279 -0.9 -0.2 1.4
O -26.8172 -0.1479 -9.2296 0.5 0.7 1.0
C -26.8262 -0.8748 -10.4194 0.6 0.1 -1.0
H -26.4964 5.9696 -8.0591 0.0 1.4 -0.1
H -26.8436 6.6505 -6.3934 0.3 -0.2 0.2
H -28.1563 6.3344 -7.4960 -0.2 -0.3 -0.2
H -29.2147 4.3216 -6.7590 0.2 -0.1 -0.9
H -28.4922 4.4841 -5.2747 0.8 0.1 0.3
H -28.9243 2.1237 -5.5361 -0.2 0.0 0.3
H -27.1917 2.2731 -5.5708 0.3 -0.3 -0.6
H -29.1289 2.1747 -7.8253 -0.5 -0.5 -0.4
H -28.9116 0.0345 -6.5951 -0.3 0.0 0.0
H -27.1722 0.1954 -6.6909 0.1 0.5 0.3
H -28.8561 -0.2465 -9.1835 -0.3 0.4 -0.1
H -28.0053 -1.4477 -8.2735 -0.1 -0.2 0.3
H -25.7931 -0.8430 -10.7656 -0.3 0.2 -0.6
H -27.5631 -0.4140 -11.0772 0.3 0.0 -0.5
H -27.0824 -1.9328 -10.3642 -0.1 -0.1 0.7
C -30.8172 4.0355 -15.0593 -0.1 0.3 1.8
O -30.1920 5.1604 -15.7002 0.6 -0.2 1.4
C -30.9367 5.6750 -16.7479 0.0 -0.2 -1.4
C -30.2889 6.9031 -17.3727 0.3 -0.6 0.7
N -30.1679 7.9756 -16.4204 -0.6 0.1 1.9
C -31.4289 8.7031 -16.1367 1.0 1.2 0.5
C -31.2882 9.9210 -15.1717 -0.1 -0.8 0.2
O -30.7170 9.4897 -13.9126 0.8 -0.3 -0.8
C -30.5648 10.5117 -12.9425 -0.1 0.3 0.8
H -31.3291 4.4736 -14.2025 -0.2 -0.2 0.3
H -30.0786 3.3437 -14.6544 0.3 0.2 -0.3
H -31.5835 3.4269 -15.5395 0.2 0.5 -1.1
H -31.9673 5.9523 -16.5260 -0.2 -0.4 0.5
H -30.8961 4.8346 -17.4408 -0.7 0.4 -0.9
H -30.9668 7.2116 -18.1685 0.4 0.0 -0.6
H -29.2895 6.5943 -17.6794 -0.1 0.3 -0.5
H -29.2752 8.4251 -16.2755 -0.4 0.4 -0.7
H -32.2090 8.0502 -15.7450 0.3 -0.3 0.2
H -31.8289 9.1022 -17.0687 -0.1 0.1 -0.2
H -32.2846 10.3252 -14.9932 -0.3 -0.2 0.1
H -30.7531 10.7737 -15.5896 0.6 -0.2 -0.1
H -30.0389 10.1783 -12.0479 -0.2 -1.0 -0.1
H -31.5554 10.8336 -12.6213 0.0 0.4 -0.1
H -29.9091 11.3466 -13.1896 -0.4 0.2 -1.0
```
Positions in Å, forces in eV/Å.

Computed properties:
**Kohn-Sham gap**: 6.01 eV
**HOMO energy**: -11.79 eV
**Net charge**: +2
**Energy relative to the best compared isomer or geometry (same formula, charge and spin)**: 446.64 kJ/mol



Record 5
ORCA calculation (ωB97M-V/def2-TZVPD) on a cluster of 2 separate species, C2H6Cl3PSi in total.

Structure (XYZ):
```
13
Properties=species:S:1:pos:R:3:forces:R:3
C 0.2981 0.9297 1.4639 1.9 -1.5 -3.5
C -1.5012 -0.6137 -0.1598 3.7 -0.4 0.5
Si 0.9246 0.2907 -1.6828 -0.8 0.3 3.0
P -0.5806 1.1151 -0.1483 0.1 -2.3 -0.6
Cl 0.0873 -0.1704 -3.3775 -0.4 -0.6 -1.4
Cl 1.2805 -2.1353 0.9809 0.2 0.4 -0.9
Cl 2.7696 0.9565 -1.8417 0.8 0.1 -0.2
H 1.2047 0.2846 1.3096 -0.5 0.7 0.1
H -0.2735 0.2774 2.0103 -1.7 -0.9 2.0
H 0.5272 1.8853 1.7467 0.4 2.2 1.6
H -2.2701 -0.4648 0.5309 -1.9 0.1 0.4
H -0.7986 -1.4156 0.3462 -1.0 1.6 -1.0
H -1.6683 -0.9395 -1.1783 -0.9 0.1 0.1
```
Positions in Å, forces in eV/Å.

Computed properties:
**Kohn-Sham gap**: 6.43 eV
**HOMO energy**: -8.57 eV
**Net charge**: 0
**Energy relative to the best compared isomer or geometry (same formula, charge and spin)**: 317.88 kJ/mol